Entry 1:
212
Properties=species:S:1:pos:R:3:mulliken_spin:R:1 method="wB97M-V/def2-TZVPD" total_charge=+1 spin_multiplicity=2 s2=0.758 homo_lumo_gap_ev="9.38 / 2.15"
C 2.462 -4.344 -1.036 -0.0001
C 1.422 -3.631 -0.165 0.0006
O 0.836 -2.614 -0.910 -0.0002
P 0.214 -1.238 -0.162 -0.0013
O -0.797 -1.337 0.907 0.0115
O -0.391 -0.366 -1.363 -0.0001
C -1.329 0.651 -1.244 0.0003
C -0.713 1.991 -1.842 -0.0001
O 1.530 -0.334 0.280 0.0009
C 2.383 -0.712 1.403 -0.0013
C 2.555 0.590 2.280 0.0016
H 2.786 -5.301 -0.626 0.0000
H 1.924 -4.491 -1.972 0.0000
H 3.325 -3.705 -1.224 0.0000
H 0.554 -4.273 -0.007 0.0001
H 1.675 -3.432 0.877 -0.0007
H -2.294 0.285 -1.593 0.0001
H -1.624 0.870 -0.217 0.0001
H -0.216 1.803 -2.794 0.0000
H -1.468 2.716 -2.146 0.0002
H 0.021 2.555 -1.267 0.0000
H 2.100 -1.567 2.017 0.0020
H 3.420 -0.968 1.187 0.0000
H 3.170 0.518 3.177 0.0003
H 3.093 1.351 1.715 -0.0002
H 1.574 0.899 2.641 -0.0012
C 4.871 4.163 1.027 -0.0001
C 3.845 5.224 1.445 0.0000
O 4.134 6.465 0.859 0.0000
P 5.450 7.278 1.042 0.0000
O 5.884 7.148 2.499 0.0000
O 6.374 6.621 -0.131 0.0000
C 7.436 7.337 -0.808 0.0000
C 8.691 7.168 0.097 0.0000
O 5.248 8.814 0.617 0.0000
C 4.493 9.690 1.450 0.0000
C 3.107 10.005 1.130 0.0000
H 4.716 3.779 0.018 0.0000
H 5.884 4.559 0.948 0.0000
H 4.748 3.281 1.655 0.0000
H 2.855 4.901 1.122 0.0000
H 3.726 5.228 2.528 0.0000
H 7.443 6.835 -1.775 0.0000
H 7.381 8.412 -0.982 0.0000
H 8.933 6.203 0.544 0.0000
H 9.553 7.448 -0.508 0.0000
H 8.594 7.825 0.961 0.0000
H 4.453 9.227 2.436 0.0000
H 5.127 10.563 1.603 0.0000
H 2.490 9.138 0.895 0.0000
H 2.770 10.388 2.094 0.0000
H 3.029 10.860 0.459 0.0000
C -0.812 -3.005 3.545 0.1613
C -0.437 -1.672 3.978 0.0934
O -1.215 -0.989 4.848 0.2922
P -1.365 0.602 4.712 -0.0282
O -0.240 1.404 5.276 0.2611
O -1.496 0.907 3.136 0.0387
C -2.138 2.040 2.609 -0.0020
C -1.150 2.999 2.112 0.0030
O -2.898 0.839 5.433 0.0602
C -3.011 0.705 6.783 -0.0026
C -3.021 -0.675 7.452 0.0081
H -1.113 -3.628 4.387 -0.0038
H -1.714 -2.779 2.977 0.0198
H -0.033 -3.502 2.967 -0.0001
H 0.476 -1.938 4.511 0.0833
H -0.229 -1.069 3.094 -0.0091
H -2.747 1.726 1.762 0.0066
H -2.762 2.528 3.357 0.0016
H -0.358 2.501 1.554 0.0004
H -1.461 3.910 1.601 -0.0005
H -0.568 3.433 2.925 0.0014
H -2.111 1.239 7.090 0.0046
H -3.830 1.398 6.979 0.0005
H -3.243 -0.419 8.487 -0.0009
H -3.765 -1.407 7.136 0.0014
H -2.016 -1.091 7.506 0.0001
C 5.116 -0.084 5.048 -0.0002
C 5.765 -1.137 4.230 0.0000
O 5.787 -2.488 4.845 0.0000
P 4.637 -3.589 4.529 -0.0002
O 4.260 -3.853 3.080 0.0000
O 5.156 -4.807 5.419 0.0000
C 5.932 -5.941 5.018 0.0000
C 7.368 -5.751 5.250 0.0000
O 3.405 -2.965 5.403 -0.0027
C 3.123 -3.234 6.785 -0.0012
C 1.618 -2.927 6.981 0.0041
H 5.541 0.324 5.965 0.0000
H 4.904 0.775 4.413 0.0001
H 4.097 -0.354 5.328 0.0004
H 5.243 -1.303 3.288 0.0001
H 6.771 -0.756 4.053 0.0000
H 5.590 -6.859 5.497 0.0000
H 5.844 -6.221 3.968 0.0000
H 7.532 -5.594 6.316 0.0000
H 8.092 -6.475 4.875 0.0000
H 7.690 -4.797 4.833 0.0000
H 3.291 -4.295 6.969 0.0002
H 3.774 -2.687 7.467 0.0003
H 1.210 -1.933 6.795 -0.0021
H 1.041 -3.425 6.201 0.0004
H 1.177 -3.511 7.788 0.0006
C -9.131 4.467 -3.961 0.0000
C -7.697 4.294 -4.597 0.0000
O -7.883 3.485 -5.748 0.0000
P -6.607 2.985 -6.599 0.0000
O -7.008 2.000 -7.740 0.0000
O -5.738 2.257 -5.399 0.0000
C -4.426 1.650 -5.566 -0.0001
C -3.920 1.627 -4.170 0.0000
O -5.765 4.306 -6.991 0.0000
C -6.332 5.281 -7.786 0.0000
C -5.536 5.512 -9.030 0.0000
H -9.802 5.056 -4.587 0.0000
H -9.632 3.557 -3.632 0.0000
H -9.161 5.101 -3.075 0.0000
H -7.332 5.291 -4.843 0.0000
H -7.054 3.759 -3.898 0.0000
H -4.360 0.667 -6.031 0.0001
H -3.785 2.347 -6.106 0.0000
H -2.887 1.282 -4.115 0.0000
H -3.876 2.605 -3.690 -0.0001
H -4.357 0.952 -3.434 0.0001
H -7.353 5.026 -8.070 0.0000
H -6.378 6.151 -7.131 0.0000
H -4.502 5.459 -8.691 0.0000
H -5.816 4.688 -9.687 0.0000
H -5.635 6.366 -9.701 0.0000
C -2.053 -1.121 -8.837 0.0000
C -1.980 -1.306 -7.307 0.0001
O -0.758 -0.994 -6.702 0.0000
P 0.256 -2.177 -6.048 0.0000
O 0.722 -3.206 -7.054 0.0000
O 1.581 -1.449 -5.463 0.0000
C 1.673 -0.978 -4.101 0.0001
C 2.872 -1.662 -3.462 0.0000
O -0.557 -2.843 -4.811 -0.0001
C 0.111 -3.923 -4.130 -0.0001
C -0.321 -5.324 -4.717 0.0000
H -1.518 -1.942 -9.315 0.0000
H -3.127 -1.146 -9.016 0.0000
H -1.656 -0.136 -9.086 0.0000
H -2.625 -0.659 -6.713 0.0000
H -2.135 -2.335 -6.981 0.0000
H 1.755 0.108 -4.049 0.0000
H 0.748 -1.124 -3.543 -0.0001
H 3.059 -1.383 -2.425 0.0000
H 2.989 -2.744 -3.533 0.0000
H 3.737 -1.326 -4.034 0.0000
H 1.200 -3.867 -4.154 -0.0001
H -0.218 -3.907 -3.091 0.0002
H 0.315 -5.749 -5.493 0.0000
H -0.150 -6.088 -3.959 0.0000
H -1.400 -5.361 -4.873 0.0000
C -6.301 -5.597 0.720 0.0000
C -7.001 -4.712 1.657 0.0000
O -6.998 -3.432 1.188 0.0000
P -5.951 -2.218 1.678 0.0001
O -6.409 -0.814 1.355 0.0000
O -5.612 -2.558 3.206 -0.0003
C -6.455 -2.082 4.174 0.0001
C -5.719 -1.061 5.050 -0.0006
O -4.550 -2.626 0.988 -0.0010
C -4.253 -2.072 -0.259 -0.0001
C -3.413 -2.952 -1.105 0.0000
H -5.938 -6.534 1.144 0.0000
H -7.013 -5.841 -0.068 0.0000
H -5.532 -4.990 0.243 0.0000
H -8.047 -4.929 1.875 0.0000
H -6.663 -4.818 2.688 0.0000
H -7.259 -1.499 3.726 0.0001
H -6.880 -2.895 4.761 0.0000
H -4.715 -1.485 5.038 -0.0009
H -5.695 -0.274 4.296 0.0002
H -5.978 -0.719 6.052 -0.0003
H -5.033 -1.570 -0.831 0.0000
H -3.677 -1.223 0.108 0.0003
H -3.975 -3.437 -1.903 0.0000
H -2.572 -2.509 -1.639 0.0001
H -3.084 -3.820 -0.535 0.0000
C 8.755 -8.543 2.295 0.0000
C 7.841 -9.038 1.231 0.0000
O 6.493 -8.521 1.336 0.0000
C 5.470 -8.739 0.494 0.0000
O 5.538 -9.470 -0.520 0.0000
O 4.458 -8.050 0.930 0.0000
C 3.164 -8.049 0.344 0.0000
H 9.800 -8.716 2.036 0.0000
H 8.622 -8.937 3.303 0.0000
H 8.635 -7.462 2.217 0.0000
H 7.785 -10.085 1.531 0.0000
H 8.219 -9.087 0.210 0.0000
H 3.206 -7.530 -0.614 0.0000
H 2.451 -7.612 1.044 0.0000
H 2.880 -9.041 -0.007 0.0000
C -1.180 5.243 -4.290 0.0000
C -0.607 5.584 -2.884 -0.0003
O -1.533 6.505 -2.134 0.0000
C -2.704 6.022 -1.828 0.0000
O -3.058 4.842 -1.974 0.0000
O -3.519 6.987 -1.388 0.0000
C -4.839 6.544 -1.074 0.0000
H -1.607 6.165 -4.685 0.0000
H -1.962 4.484 -4.323 0.0000
H -0.464 4.910 -5.041 0.0000
H 0.336 6.097 -3.071 0.0000
H -0.436 4.789 -2.158 0.0003
H -4.992 5.620 -0.516 0.0000
H -5.304 6.245 -2.013 0.0000
H -5.420 7.330 -0.590 0.0000

=====

Entry 2:
194
Properties=species:S:1:pos:R:3:mulliken_spin:R:1 method="wB97M-V/def2-TZVPD" total_charge=+5 spin_multiplicity=2 s2=0.755 homo_lumo_gap_ev="9.78 / 7.10"
C -3.448 0.888 -3.440 -0.0005
C -3.645 2.188 -4.251 0.0010
N -2.765 2.338 -5.535 -0.0016
C -3.243 3.520 -6.392 0.0001
C -1.341 2.631 -4.907 0.0003
C -1.109 4.045 -4.207 0.0001
C -2.659 1.040 -6.409 -0.0001
C -3.952 0.614 -7.172 0.0001
O -4.875 0.263 -6.215 -0.0002
C -6.082 -0.158 -6.764 0.0000
H -3.706 0.098 -4.145 -0.0001
H -4.033 0.920 -2.521 -0.0002
H -2.425 0.617 -3.180 -0.0001
H -3.502 3.014 -3.553 0.0003
H -4.630 2.380 -4.677 -0.0001
H -2.610 3.516 -7.279 0.0000
H -3.197 4.550 -6.039 0.0001
H -4.197 3.204 -6.815 -0.0001
H -0.683 2.560 -5.773 0.0002
H -1.111 1.757 -4.297 0.0002
H -0.059 4.244 -3.994 0.0000
H -1.570 4.132 -3.223 0.0000
H -1.456 4.847 -4.857 0.0000
H -2.344 0.193 -5.799 0.0000
H -1.860 1.329 -7.091 0.0000
H -3.695 -0.253 -7.781 0.0001
H -4.255 1.382 -7.883 0.0000
H -6.781 0.614 -6.441 0.0000
H -6.436 -1.091 -6.326 0.0000
H -6.211 -0.025 -7.839 0.0000
C 2.102 -4.799 10.213 0.0000
C 2.418 -5.474 8.836 0.0000
N 2.504 -4.683 7.444 0.0001
C 3.212 -3.387 7.671 0.0000
C 3.346 -5.518 6.389 -0.0005
C 2.700 -6.891 6.094 -0.0001
C 1.059 -4.505 6.964 -0.0004
C 0.938 -3.947 5.495 -0.0001
O 1.611 -2.772 5.250 0.0002
C 1.691 -2.330 3.865 0.0002
H 2.802 -3.971 10.324 0.0000
H 1.970 -5.536 11.005 0.0000
H 1.106 -4.390 10.044 0.0000
H 1.839 -6.361 8.581 0.0000
H 3.386 -5.975 8.843 0.0000
H 2.622 -2.691 8.267 0.0000
H 3.480 -2.914 6.726 0.0000
H 4.151 -3.601 8.182 0.0000
H 4.368 -5.580 6.764 0.0000
H 3.281 -4.866 5.519 0.0006
H 2.569 -7.482 7.001 0.0000
H 3.159 -7.532 5.340 0.0000
H 1.721 -6.848 5.617 0.0000
H 0.613 -3.757 7.620 -0.0001
H 0.413 -5.378 7.060 0.0000
H -0.097 -3.928 5.153 -0.0006
H 1.294 -4.684 4.775 0.0005
H 2.070 -1.312 3.776 0.0004
H 0.697 -2.138 3.461 -0.0003
H 2.183 -2.945 3.112 -0.0001
C 6.608 6.126 6.053 0.0000
C 6.460 5.680 4.605 0.0000
N 5.252 4.711 4.341 0.0000
C 5.587 3.335 5.002 0.0000
C 3.875 5.090 5.071 0.0000
C 3.414 6.493 4.577 0.0000
C 5.231 4.565 2.793 0.0000
C 4.033 3.827 2.250 0.0001
O 3.769 2.537 2.841 0.0000
C 2.588 1.961 2.406 0.0001
H 5.936 6.922 6.372 0.0000
H 7.623 6.433 6.309 0.0000
H 6.444 5.227 6.648 0.0000
H 7.275 5.043 4.260 0.0000
H 6.456 6.514 3.903 0.0000
H 6.490 3.054 4.460 0.0000
H 4.819 2.580 4.834 0.0000
H 5.750 3.461 6.072 0.0000
H 4.135 5.254 6.117 0.0000
H 3.103 4.321 5.117 0.0000
H 3.097 6.395 3.538 0.0000
H 4.207 7.218 4.757 0.0000
H 2.550 6.807 5.164 0.0000
H 6.162 4.212 2.349 0.0000
H 5.240 5.612 2.490 0.0000
H 4.059 3.731 1.164 0.0000
H 3.150 4.459 2.345 0.0000
H 2.443 0.954 2.797 0.0000
H 2.587 1.725 1.342 -0.0001
H 1.670 2.489 2.665 0.0000
C 5.711 3.446 -5.752 0.0001
C 5.231 2.516 -4.659 0.0001
N 3.879 1.721 -5.036 0.0005
C 2.746 2.693 -5.464 -0.0007
C 3.946 0.689 -6.201 -0.0005
C 5.043 -0.453 -5.982 0.0000
C 3.270 1.030 -3.788 -0.0002
C 2.832 1.886 -2.579 -0.0003
O 1.416 2.051 -2.506 0.0003
C 0.951 2.769 -1.394 -0.0001
H 6.646 3.896 -5.417 0.0000
H 5.122 4.355 -5.868 0.0000
H 5.860 2.971 -6.722 0.0000
H 5.096 3.188 -3.811 0.0000
H 5.877 1.720 -4.289 0.0001
H 2.601 3.514 -4.762 0.0000
H 1.821 2.125 -5.360 0.0004
H 3.025 3.009 -6.469 -0.0001
H 4.155 1.222 -7.129 -0.0001
H 2.909 0.390 -6.359 0.0003
H 5.194 -0.839 -4.974 0.0000
H 6.020 -0.017 -6.190 0.0000
H 4.844 -1.264 -6.682 0.0000
H 4.072 0.332 -3.546 -0.0001
H 2.512 0.330 -4.139 0.0004
H 3.284 2.869 -2.452 -0.0001
H 3.005 1.293 -1.681 -0.0001
H -0.127 2.814 -1.549 -0.0002
H 1.517 3.699 -1.339 0.0000
H 1.072 2.358 -0.391 0.0002
C 2.237 -4.417 -1.475 -0.0001
C 0.725 -4.113 -1.342 -0.0020
N -0.088 -3.693 -2.632 0.0011
C 0.556 -2.365 -3.126 0.0000
C -0.012 -4.731 -3.819 -0.0006
C -0.449 -6.235 -3.485 0.0005
C -1.606 -3.487 -2.157 -0.0015
C -2.500 -2.803 -3.321 0.0006
O -2.911 -3.665 -4.400 -0.0001
C -3.815 -3.045 -5.188 0.0005
H 2.484 -4.659 -0.442 0.0000
H 2.882 -3.653 -1.910 0.0001
H 2.469 -5.354 -1.981 0.0000
H 0.589 -3.358 -0.568 -0.0022
H 0.345 -5.048 -0.932 0.0038
H 1.620 -2.561 -3.256 -0.0001
H 0.553 -1.629 -2.322 0.0002
H 0.058 -2.025 -4.034 -0.0002
H 1.003 -4.818 -4.206 -0.0001
H -0.559 -4.232 -4.619 0.0002
H -1.449 -6.410 -3.880 0.0000
H -0.540 -6.497 -2.431 0.0005
H 0.280 -6.888 -3.965 0.0000
H -1.681 -2.904 -1.240 0.0000
H -1.934 -4.445 -1.754 0.0001
H -2.106 -1.889 -3.765 -0.0003
H -3.425 -2.497 -2.831 0.0001
H -4.728 -2.863 -4.620 0.0001
H -4.026 -3.595 -6.105 0.0000
H -3.480 -2.072 -5.547 -0.0004
C -5.343 -1.264 3.161 0.0006
C -6.519 -0.231 2.911 -0.0004
N -6.301 0.954 1.837 0.0004
C -6.216 0.221 0.498 -0.0004
C -7.537 1.875 1.855 0.0000
C -8.940 1.400 1.365 0.0001
C -5.090 1.721 2.242 -0.0002
C -4.422 2.522 1.072 0.0004
O -5.248 3.588 0.547 0.0000
C -4.796 4.273 -0.615 -0.0002
H -5.383 -2.106 2.471 -0.0003
H -5.510 -1.763 4.116 0.0000
H -4.375 -0.809 3.372 -0.0001
H -6.486 0.347 3.835 -0.0001
H -7.511 -0.618 2.678 0.0000
H -6.021 0.906 -0.327 -0.0002
H -7.093 -0.403 0.324 0.0000
H -5.344 -0.430 0.556 0.0004
H -7.109 2.652 1.222 0.0000
H -7.601 2.204 2.892 0.0000
H -9.383 0.471 1.724 0.0000
H -8.966 1.370 0.276 0.0000
H -9.636 2.191 1.645 0.0000
H -4.366 0.993 2.610 0.0005
H -5.395 2.331 3.092 -0.0001
H -4.092 1.962 0.198 -0.0008
H -3.618 2.999 1.633 0.0000
H -4.026 3.704 -1.136 0.0002
H -4.490 5.295 -0.392 0.0000
H -5.661 4.298 -1.277 0.0000
P -0.873 -0.098 0.677 0.0007
F -1.889 -0.200 -0.624 -0.0002
F -1.152 1.548 0.621 0.0001
F -2.101 -0.399 1.745 0.0003
F 0.223 0.093 1.923 0.0003
F -0.507 -1.690 0.551 -0.0036
F 0.480 0.082 -0.274 -0.0006
C -0.875 -4.755 1.887 0.0377
C -1.944 -5.778 1.314 -0.0088
O -1.653 -6.152 0.184 0.0650
O -2.882 -6.289 2.038 0.9118
H -0.747 -4.625 2.961 -0.0011
H -1.133 -3.732 1.611 -0.0075
H 0.167 -4.924 1.613 0.0062